[1]
64
Properties=species:S:1:pos:R:3:forces:R:3:mulliken_charge:R:1 method="wB97M-V/def2-TZVPD" charge=-2 orbital_gap_ev=5.603 energy_ha=-10014.23045 max_force_ev_per_a=0.93 homo_energy_ev=-1.95
Ga -0.053 1.151 -0.779 0.09 -0.16 -0.21 0.369
F -2.423 1.830 5.346 -0.04 -0.05 -0.13 -0.335
C -2.532 1.226 4.121 -0.20 -0.11 0.28 0.554
F -1.974 0.016 4.271 -0.02 0.15 0.00 -0.203
F -3.864 1.028 3.949 0.19 -0.01 -0.03 -0.261
C -1.922 2.073 3.055 0.19 0.12 -0.22 -0.306
C -1.645 3.395 3.333 0.02 -0.09 -0.04 -0.215
C -1.094 4.215 2.356 -0.05 0.06 0.03 -1.094
C -0.785 3.640 1.138 0.12 0.24 -0.06 0.015
N -1.039 2.373 0.853 0.33 -0.52 -0.02 -0.100
C -1.655 1.555 1.749 -0.30 0.23 0.21 0.312
S -2.085 0.031 1.198 -0.10 -0.35 -0.15 -0.497
H -1.853 3.788 4.321 -0.01 0.00 -0.03 0.451
H -0.882 5.255 2.553 0.04 0.00 -0.06 0.374
H -0.307 4.207 0.347 0.06 -0.06 0.01 0.424
S 2.091 1.554 -2.042 -0.36 0.12 0.26 -0.399
C 1.316 2.149 -3.469 -0.30 0.11 0.40 0.786
C 2.104 2.088 -4.654 0.23 -0.02 -0.48 -0.217
N 2.772 2.034 -5.591 -0.05 0.02 0.06 -0.605
C 0.066 2.700 -3.526 0.25 -0.14 0.33 0.606
S -1.003 2.914 -2.158 0.27 -0.34 0.18 -0.333
C -0.420 3.226 -4.752 -0.19 0.13 -0.50 -0.205
N -0.851 3.679 -5.722 0.06 -0.03 0.07 -0.610
Br 6.153 2.427 4.236 -0.03 -0.01 -0.03 -0.255
C 4.846 1.216 3.544 0.06 0.02 0.04 -0.038
C 4.908 -0.112 3.933 0.02 -0.03 0.03 -0.321
C 3.959 -0.996 3.440 0.02 0.02 0.00 -0.809
C 2.978 -0.552 2.567 -0.02 -0.01 -0.02 -0.264
C 2.938 0.783 2.186 -0.06 -0.12 -0.03 0.111
C 3.877 1.682 2.680 0.00 -0.05 -0.02 -0.389
C 1.880 1.284 1.223 0.08 0.37 0.28 0.302
O 1.833 2.487 0.976 0.06 -0.32 0.07 -0.632
O 1.101 0.374 0.757 -0.25 0.57 -0.69 -0.349
H 5.685 -0.447 4.608 0.00 0.01 0.01 0.382
H 3.994 -2.036 3.739 -0.01 0.00 -0.01 0.402
H 2.232 -1.225 2.165 0.03 0.00 0.01 0.451
H 3.823 2.716 2.367 0.00 0.00 0.00 0.578
C -3.451 -2.413 -0.949 0.38 0.15 0.02 -0.902
Si -2.619 -1.466 -2.373 -0.63 -0.15 -0.30 0.618
C -2.860 -2.626 -3.874 0.22 0.15 0.15 -1.190
C -3.619 0.101 -2.743 0.26 -0.10 0.18 -0.932
As -0.354 -0.865 -2.350 -0.15 0.29 0.59 0.161
Si 0.541 -2.556 -1.018 0.43 -0.79 0.10 0.616
C -0.024 -2.824 0.771 -0.04 0.34 -0.18 -0.475
C 2.438 -2.394 -1.026 -0.29 0.27 0.00 -0.960
C 0.225 -4.234 -1.890 -0.12 0.31 -0.02 -1.160
H -4.509 -2.595 -1.154 0.00 0.04 -0.14 0.367
H -3.379 -1.851 -0.020 -0.05 -0.02 0.06 0.207
H -2.962 -3.379 -0.795 -0.01 -0.02 -0.02 0.210
H -3.909 -2.897 -4.023 -0.05 0.04 0.06 0.328
H -2.288 -3.548 -3.734 0.00 -0.01 -0.02 0.261
H -2.494 -2.148 -4.786 0.00 0.00 -0.01 0.290
H -4.673 -0.093 -2.959 0.00 -0.14 0.01 0.369
H -3.180 0.624 -3.595 0.00 0.02 0.00 0.274
H -3.561 0.778 -1.888 0.00 0.03 0.00 0.163
H 0.254 -1.961 1.378 -0.07 0.02 0.01 -0.197
H 0.413 -3.723 1.215 0.08 -0.06 -0.15 0.383
H -1.111 -2.904 0.823 -0.01 -0.02 0.03 0.263
H 2.734 -1.445 -0.572 0.02 0.00 -0.02 0.110
H 2.808 -2.393 -2.053 -0.01 0.01 -0.01 0.307
H 2.931 -3.204 -0.482 -0.10 -0.06 0.04 0.311
H -0.820 -4.540 -1.796 -0.02 0.00 -0.02 0.255
H 0.849 -5.028 -1.471 0.03 0.03 0.08 0.375
H 0.454 -4.143 -2.954 0.00 -0.04 -0.01 0.270


[2]
73
Properties=species:S:1:pos:R:3:forces:R:3:mulliken_charge:R:1 method="wB97M-V/def2-TZVPD" charge=-2 orbital_gap_ev=5.103 energy_ha=-7520.37337 max_force_ev_per_a=2.81 relative_energy_kcal_mol=56.7 homo_energy_ev=-2.09
Ta 0.046 -0.661 0.510 1.99 -0.92 -1.19 1.076
S 0.667 0.983 5.172 -0.50 0.32 -0.63 -0.513
As 0.823 -0.298 3.507 1.25 0.27 2.50 0.446
S -1.135 -0.745 2.580 0.27 0.26 -0.40 -0.274
S 1.778 0.586 1.719 -0.66 0.22 0.04 -0.567
S 2.116 -1.837 4.317 0.03 -0.28 -0.61 -0.643
O 3.914 2.899 -3.193 0.50 1.42 -0.30 -0.617
C 3.340 3.979 -2.696 0.44 -0.23 -0.38 0.476
O 3.723 5.088 -2.998 -0.08 0.18 0.06 -0.658
C 2.217 3.765 -1.744 0.05 0.06 0.07 -0.435
C 1.561 4.768 -1.051 0.19 -0.27 -0.27 0.469
Cl 1.820 6.439 -1.208 -0.09 0.15 -0.01 -0.184
N 0.625 4.192 -0.253 0.20 -0.13 -0.18 0.363
N 0.641 2.862 -0.417 -0.11 -0.33 0.26 -0.186
C 1.588 2.576 -1.287 -0.20 0.03 0.25 0.324
C 1.907 1.144 -1.636 -0.37 -0.25 0.12 0.599
O 2.838 0.949 -2.428 -0.45 -1.06 0.34 -0.839
O 1.233 0.175 -1.145 -0.56 0.37 0.71 -0.502
C -0.268 4.750 0.724 -0.22 0.09 0.22 0.711
C -0.063 6.009 1.277 0.11 -0.09 -0.01 -0.465
C -0.949 6.486 2.231 -0.02 0.03 0.00 -0.760
C -2.019 5.715 2.655 -0.01 0.02 0.08 -0.411
C -2.208 4.452 2.117 -0.04 0.03 0.03 -0.819
C -1.342 3.976 1.152 0.02 -0.01 -0.28 -0.091
H 3.481 2.047 -2.856 -0.17 -0.24 0.02 0.469
H 0.778 6.615 0.993 0.02 0.00 0.03 0.287
H -0.791 7.474 2.646 0.03 -0.01 0.02 0.332
H -2.700 6.094 3.406 -0.02 0.00 0.00 0.380
H -3.036 3.832 2.433 -0.06 -0.06 -0.07 0.422
H -1.520 3.013 0.708 0.03 -0.22 -0.01 0.482
N 3.928 -1.840 1.809 -0.19 0.16 0.33 0.184
C 3.866 -3.064 1.002 -0.42 -0.18 -0.43 -0.746
C 2.517 -3.061 0.227 -0.10 -0.20 0.11 0.514
O 2.133 -4.099 -0.284 0.21 0.03 -0.02 -0.648
O 1.961 -1.913 0.216 -0.49 0.55 -0.08 -0.044
H 4.850 -1.440 1.940 0.05 -0.09 0.01 0.355
H 3.422 -1.952 2.776 -0.09 0.08 -0.19 0.007
H 3.312 -1.151 1.331 0.06 0.06 0.07 -0.087
H 3.906 -3.955 1.623 0.03 0.06 0.06 0.336
H 4.668 -3.086 0.264 0.05 0.01 0.07 0.321
C 0.172 -5.076 -2.573 -0.13 -0.02 -0.04 -1.111
C -1.346 -5.036 -2.419 0.23 0.06 0.04 -1.535
C -1.796 -4.461 -1.060 -0.17 -0.16 -0.27 2.717
C -3.338 -4.371 -1.015 -0.11 0.08 0.25 -1.410
C -3.881 -3.716 0.255 0.06 -0.02 -0.11 -1.163
C -1.350 -5.436 0.019 0.00 0.08 0.15 0.026
O -1.678 -6.605 0.016 0.05 0.00 -0.07 -0.695
N -0.553 -4.928 1.008 -0.25 0.03 -0.15 0.230
C -0.196 -3.598 1.164 0.21 -0.15 0.46 -0.175
O 0.507 -3.258 2.092 -0.13 -0.34 0.06 -0.510
N -0.649 -2.687 0.263 0.06 0.50 -0.21 0.779
C -1.256 -3.047 -0.905 0.04 0.04 -0.31 -0.372
O -1.380 -2.221 -1.791 -0.01 -0.31 -0.11 -0.680
H 0.444 -5.510 -3.536 0.01 -0.01 -0.01 0.527
H 0.639 -5.668 -1.786 0.04 -0.01 -0.01 0.256
H 0.596 -4.074 -2.519 0.05 -0.01 0.00 0.170
H -1.753 -6.046 -2.496 -0.11 0.05 -0.01 0.483
H -1.777 -4.417 -3.206 -0.08 0.00 0.05 0.428
H -3.725 -5.389 -1.100 0.05 -0.01 -0.10 0.444
H -3.665 -3.797 -1.883 0.07 -0.03 -0.05 0.460
H -3.539 -4.238 1.152 0.00 0.00 0.02 0.251
H -4.970 -3.742 0.249 -0.01 0.03 0.04 0.493
H -3.583 -2.668 0.330 -0.04 0.02 0.04 0.257
H -0.191 -5.559 1.707 -0.01 -0.01 0.01 0.290
Cl -1.633 0.413 -0.447 -0.56 0.36 -0.13 -0.344
C -5.753 1.465 -2.030 -0.05 0.11 -0.02 -0.808
O -5.197 0.842 -0.886 0.05 0.00 -0.04 -0.174
C -5.145 1.526 0.296 0.03 -0.20 0.03 0.095
S -5.726 3.095 0.412 -0.15 0.32 -0.15 -0.461
S -4.466 0.641 1.547 0.12 -0.19 0.21 -0.371
H -5.466 0.847 -2.881 0.02 -0.04 0.06 0.208
H -5.377 2.481 -2.146 0.00 -0.02 -0.04 0.325
H -6.843 1.512 -1.957 0.02 0.03 0.02 0.306


[3]
56
Properties=species:S:1:pos:R:3:forces:R:3:mulliken_charge:R:1 method="wB97M-V/def2-TZVPD" charge=+1 orbital_gap_ev="7.182 / 7.176" energy_ha=-3644.91518 max_force_ev_per_a=1.21 relative_energy_kcal_mol=25.5 homo_energy_ev="-11.09 / -11.09"
Pd -0.649 -0.944 1.333 -0.24 0.53 0.73 0.029
N -2.655 -1.348 2.158 0.19 -0.42 0.16 -0.455
C -2.784 -2.695 2.790 0.01 0.10 0.15 -0.531
C -1.722 -2.863 3.900 -0.33 0.31 0.17 -0.653
C -0.502 -2.262 3.284 1.05 0.04 -0.18 0.819
O 0.080 -2.936 2.410 0.25 -0.66 0.54 -0.689
O -0.256 -0.995 3.455 -0.24 -0.20 -0.58 -0.641
H -2.834 -0.638 2.862 0.04 0.14 -0.12 0.275
H -3.324 -1.241 1.403 -0.04 0.02 0.03 0.289
H -2.623 -3.434 2.008 0.07 -0.02 0.00 0.282
H -3.780 -2.842 3.207 -0.06 0.06 -0.07 0.373
H -1.580 -3.917 4.120 0.00 -0.01 -0.03 0.319
H -2.002 -2.326 4.806 -0.07 0.00 -0.03 0.336
C -0.650 -4.139 -2.888 0.00 0.00 -0.06 -1.101
N -1.203 -3.057 -2.094 -0.07 0.03 0.13 -0.120
C -0.687 -2.613 -0.946 0.06 -0.01 -0.15 0.457
N 0.498 -3.081 -0.525 -0.06 -0.17 0.23 -0.213
O -1.333 -1.720 -0.312 -0.33 -0.02 -1.17 -0.727
H -1.217 -4.208 -3.811 0.00 -0.02 0.00 0.339
H -0.718 -5.099 -2.373 0.00 0.00 0.02 0.343
H 0.389 -3.940 -3.153 -0.01 0.03 -0.01 0.347
H -2.086 -2.645 -2.347 0.05 0.04 -0.07 0.307
H 0.866 -3.909 -0.965 0.03 0.02 -0.03 0.273
H 0.677 -3.007 0.477 0.03 0.08 -0.02 0.288
C 5.172 2.398 0.163 0.01 0.00 0.03 -0.479
C 4.574 2.125 -1.057 -0.04 -0.03 -0.06 -0.690
C 3.322 1.524 -1.106 0.12 0.10 0.06 -0.206
C 2.679 1.211 0.083 0.41 -0.21 0.12 0.504
C 3.281 1.465 1.313 0.07 0.00 -0.05 -0.379
C 4.528 2.068 1.348 -0.02 -0.01 -0.01 -0.690
As 0.918 0.486 0.077 -1.03 0.22 0.56 1.530
C -0.133 1.990 0.700 0.25 0.13 -0.12 0.495
C -0.161 2.531 1.975 -0.07 0.04 0.03 -0.511
C -0.933 3.664 2.204 -0.02 -0.05 -0.04 -0.747
C -1.670 4.226 1.168 -0.01 0.00 0.04 -0.757
C -1.651 3.669 -0.102 -0.04 -0.05 0.02 -0.751
C -0.877 2.539 -0.343 -0.01 0.07 -0.16 0.485
C -0.727 1.851 -1.646 -0.11 0.17 0.03 0.668
C -1.405 2.175 -2.818 0.02 -0.02 0.01 -0.625
C -1.170 1.450 -3.976 0.02 -0.04 -0.02 -0.769
C -0.263 0.395 -3.985 -0.02 0.00 0.03 -0.882
C 0.412 0.055 -2.820 -0.06 0.06 -0.04 -0.313
C 0.178 0.789 -1.666 0.20 -0.26 -0.10 -0.134
H 6.147 2.868 0.193 -0.01 0.00 0.00 0.386
H 5.079 2.382 -1.979 0.00 0.00 0.01 0.397
H 2.857 1.325 -2.063 -0.03 0.00 0.00 0.342
H 2.787 1.199 2.240 -0.03 -0.02 -0.01 0.377
H 4.995 2.277 2.301 0.01 0.00 -0.01 0.401
H 0.399 2.082 2.786 0.03 0.01 -0.01 0.318
H -0.958 4.108 3.190 -0.01 0.00 0.00 0.432
H -2.268 5.109 1.353 0.01 0.01 0.00 0.411
H -2.231 4.123 -0.896 0.01 0.00 0.00 0.396
H -2.115 2.992 -2.832 0.01 -0.01 0.00 0.404
H -1.698 1.711 -4.884 0.01 0.00 0.00 0.434
H -0.086 -0.159 -4.897 0.01 0.01 0.00 0.458
H 1.117 -0.769 -2.823 0.01 0.01 0.02 0.550


[4]
60
Properties=species:S:1:pos:R:3:forces:R:3:mulliken_charge:R:1 method="wB97M-V/def2-TZVPD" charge=-3 orbital_gap_ev=3.324 energy_ha=-1703.56539 max_force_ev_per_a=2.99 relative_energy_kcal_mol=0.0 homo_energy_ev=1.49
Ba -1.273 -0.927 0.557 1.14 -2.32 -1.16 1.791
C -1.773 -5.524 0.355 -0.71 -0.15 0.23 -1.094
C -2.632 -4.466 -0.353 2.22 1.30 -0.99 0.438
C -3.822 -4.011 0.467 -0.56 -0.75 0.17 -1.232
O -1.833 -3.398 -0.727 -0.82 0.66 0.80 -0.705
H -0.981 -5.905 -0.288 -0.02 0.23 -0.18 0.311
H -2.430 -6.372 0.608 0.22 -0.12 0.35 0.414
H -1.297 -5.088 1.235 -0.08 -0.11 0.11 0.084
H -2.975 -4.963 -1.287 -0.65 -0.15 0.08 0.018
H -3.561 -3.573 1.437 0.35 -0.17 0.01 0.187
H -4.433 -4.911 0.648 -0.40 0.31 0.21 0.431
H -4.396 -3.251 -0.066 -0.05 -0.14 -0.21 0.240
C 1.129 0.167 -3.625 0.13 -1.42 2.59 -0.870
C 0.357 0.043 -2.435 -1.14 0.86 -0.66 0.259
C -0.675 1.213 -2.117 1.26 0.31 -1.54 0.869
O -1.438 0.985 -1.148 -0.55 0.83 0.47 -0.741
C -0.587 2.387 -2.913 -0.86 -2.00 1.71 -0.901
C 0.212 2.428 -4.070 0.29 2.33 -0.34 0.513
C 1.063 1.235 -4.480 0.70 -0.01 -2.06 0.464
O 1.680 1.250 -5.581 -0.47 0.58 0.68 -0.797
O 0.320 3.512 -4.693 0.01 -0.79 -0.10 -0.783
O 0.296 -0.909 -1.648 0.43 0.23 0.02 -0.364
H 1.882 -0.604 -3.737 -0.12 -0.09 -0.48 0.385
H -1.194 3.234 -2.612 -0.04 0.18 -0.31 0.163
C 3.610 -4.236 1.120 -1.10 0.46 0.59 -0.702
C 3.843 -4.725 2.398 2.09 -0.55 -0.12 0.463
C 2.742 -4.616 3.454 -0.14 -1.54 2.33 0.473
O 2.863 -5.102 4.623 0.80 0.29 -1.24 -0.809
C 1.541 -4.010 3.139 -1.67 1.46 -2.01 -0.681
C 1.319 -3.313 1.925 1.83 -0.53 0.48 0.189
C 2.385 -3.592 0.763 0.08 0.14 0.07 0.404
O 2.143 -3.213 -0.379 -0.39 0.31 0.00 -0.707
O 0.450 -2.425 1.767 -0.69 0.06 -0.27 -0.408
O 4.966 -5.255 2.684 -0.96 0.20 0.50 -0.826
H 4.430 -4.280 0.418 -0.12 -0.08 -0.26 0.364
H 0.732 -3.930 3.857 0.25 -0.02 0.38 0.292
C -1.797 5.754 0.578 0.05 -0.06 0.68 -1.426
C -2.357 4.340 0.561 0.31 -0.38 -1.06 0.625
C -2.662 3.797 1.949 0.33 -0.30 1.36 -0.565
C -2.563 2.332 2.077 0.32 0.40 -0.65 0.187
N -2.401 1.198 2.097 -0.41 0.14 0.43 -0.426
H -0.878 5.733 1.171 -0.18 0.24 0.27 0.334
H -2.542 6.418 1.026 0.27 0.30 0.02 0.354
H -1.464 6.157 -0.377 -0.43 -0.29 -0.28 0.370
H -1.579 3.696 0.146 -0.17 -0.15 -0.03 -0.348
H -3.188 4.246 -0.140 -0.16 -0.04 0.20 0.374
H -3.577 4.055 2.492 -0.33 0.40 -0.71 0.367
H -1.900 4.195 2.630 0.17 -0.14 -0.07 0.251
C 1.204 3.996 -0.533 -0.94 -0.77 1.05 -0.488
C 2.340 3.092 -1.003 -0.06 1.02 -0.24 -0.255
C 2.899 2.066 -0.012 -0.01 0.03 0.60 -0.524
C 1.902 1.308 0.748 0.08 0.29 -0.89 0.149
N 1.069 0.769 1.312 -0.52 -0.13 0.49 -0.417
H 0.237 3.540 -0.764 0.15 -0.03 -0.08 -0.470
H 1.186 4.990 -0.977 0.31 -0.05 -0.14 0.460
H 1.219 4.089 0.562 0.11 0.27 0.00 0.332
H 3.127 3.830 -1.184 0.46 -0.61 -0.45 0.334
H 2.009 2.623 -1.929 0.34 -0.09 -0.04 -0.053
H 3.481 2.560 0.774 0.13 0.16 -0.18 0.347
H 3.570 1.359 -0.499 -0.09 -0.03 -0.12 0.359